Molecular formula: C26H19Cl2HfIN11O2S
Method: DFT, ωB97M-V with the def2-TZVPD basis set

ΔE to the lowest compared entry with this formula, charge and spin ... 7.02 kcal/mol
M ... 925.880 g/mol
Charge ... +1
Strongest force on any atom ... 0.1 eV Å⁻¹
Energy ... -93044.289 eV
E_HOMO ... -11.1 eV
Gap between HOMO and LUMO ... 7.2 eV

Geometry as XYZ:
```
63
Properties=species:S:1:pos:R:3:forces:R:3:mulliken_charge:R:1
Hf -0.02647 -0.16882 0.80868 0.1 0.0 0.1 2.28
N -0.99825 -3.06120 -2.69656 0.0 0.0 0.0 0.25
C -0.46985 -2.53168 -1.60065 0.0 0.0 0.0 -0.65
N -0.36877 -1.25145 -1.36210 0.0 0.1 0.0 0.08
C -0.87697 -0.36337 -2.31500 0.0 -0.1 -0.1 0.27
N -0.79174 0.91590 -2.17560 0.0 0.0 0.0 -1.57
N -0.17649 1.27830 -1.00054 0.0 -0.1 0.0 1.14
C 0.09411 2.51845 -0.88091 0.0 0.0 0.1 -0.70
C 0.89297 2.94557 0.26559 0.0 0.0 0.0 0.89
C 1.29443 4.26115 0.40809 0.0 0.0 0.0 -0.94
C 2.17386 4.57967 1.43393 0.0 0.0 0.0 -0.46
C 2.63748 3.56386 2.24700 0.0 0.0 0.0 -1.15
C 2.17100 2.27097 2.04150 0.0 0.0 0.0 -0.12
N 1.29621 1.96215 1.09139 0.0 0.0 0.0 0.34
C -1.52843 -0.89152 -3.50926 0.0 0.0 0.0 0.61
C -2.11892 -0.06407 -4.46944 0.0 0.0 0.0 -0.34
C -2.72980 -0.61756 -5.57227 0.0 0.0 0.0 -0.85
C -2.76305 -2.00462 -5.73687 0.0 0.0 0.0 -0.43
C -2.18977 -2.83768 -4.79968 0.0 0.0 0.0 -0.96
C -1.57775 -2.26860 -3.68831 0.0 0.0 0.0 0.05
H -1.04704 -4.06510 -2.77263 0.0 0.0 0.0 0.31
H -0.09200 -3.21888 -0.85362 0.0 0.0 0.0 0.45
H -0.19405 3.21723 -1.66037 0.0 0.0 0.0 0.43
H 0.93063 5.01358 -0.27806 0.0 0.0 0.0 0.52
H 2.50399 5.59918 1.57881 0.0 0.0 0.0 0.45
H 3.34636 3.75551 3.03969 0.0 0.0 0.0 0.48
H 2.51418 1.45871 2.66675 0.0 0.0 0.0 0.58
H -2.08934 1.00552 -4.32089 0.0 0.0 0.0 0.49
H -3.18999 0.02262 -6.31167 0.0 0.0 0.0 0.44
H -3.24671 -2.43313 -6.60406 0.0 0.0 0.0 0.42
H -2.21799 -3.91359 -4.91785 0.0 0.0 0.0 0.42
S 1.24718 -2.55075 1.10678 0.0 0.0 0.0 -0.73
C 2.48774 -1.72174 0.21293 0.0 0.1 -0.1 0.93
C 3.68933 -2.27858 -0.22815 0.0 0.0 0.0 -1.06
C 4.54985 -1.49752 -0.96817 0.0 0.0 0.0 -0.18
C 4.20544 -0.17742 -1.26245 0.0 0.0 0.0 -1.02
C 3.00976 0.30586 -0.78701 0.0 0.0 0.0 -0.15
N 2.16940 -0.44421 -0.05936 0.0 -0.1 0.0 0.23
H 3.91680 -3.30653 0.01590 0.0 0.0 0.0 0.47
H 5.48675 -1.90717 -1.32242 0.0 0.0 0.0 0.42
H 4.85360 0.45851 -1.84696 0.0 0.0 0.0 0.45
H 2.69994 1.32264 -0.98738 0.0 0.0 0.0 0.31
N -5.48802 2.62791 1.97520 0.0 0.0 0.0 -0.52
C -4.47796 2.24838 2.38263 0.0 0.0 0.0 0.45
N -3.34894 1.80018 2.92386 0.0 0.0 0.0 -0.70
C -2.29776 1.58829 2.28124 0.1 0.0 -0.1 0.73
N -1.24077 1.36414 1.79953 0.0 0.0 0.1 -0.47
I 0.92994 1.39131 7.06989 0.0 0.0 0.0 0.16
C 1.02706 0.38966 5.27672 0.0 0.0 0.0 -1.01
C 1.71945 -0.76989 4.99311 0.0 0.0 0.0 -0.05
N 1.50106 -1.04596 3.70447 0.0 0.0 0.0 -0.18
N 0.69074 -0.14528 3.12064 -0.1 0.0 -0.1 0.13
C 0.39778 0.73661 4.08141 0.0 0.0 0.0 -0.37
H 2.32895 -1.40299 5.61532 0.0 0.0 0.0 0.51
H 1.78337 -1.84998 3.14778 0.0 0.0 0.0 0.05
H -0.23193 1.58326 3.87893 0.0 0.0 0.0 0.60
Cl -3.78238 -3.08820 -0.41079 0.0 0.0 0.0 -0.17
C -3.78808 -1.92314 0.94649 0.0 0.0 0.0 -0.15
Cl -5.12172 -0.79644 0.85840 0.0 0.0 0.0 -0.12
C -2.45555 -1.20558 0.87496 0.0 0.0 0.0 0.58
O -2.25070 -0.28985 0.05595 0.0 0.0 0.0 -0.55
O -1.51332 -1.59292 1.63395 0.0 0.0 0.0 -0.69
H -3.85887 -2.49966 1.86151 0.0 0.0 0.0 0.40
```
Forces are in eV/Å.